# 1
C4H3ClO2 | the ωB97M-V functional and the def2-TZVPD basis

Values from the calculation:
- E: -20810.0860 eV
- Orbital gap (alpha / beta): 7.72 / 7.72 eV
- ΔE to the lowest compared entry with this formula, charge and spin: 76.8 kcal/mol
- HOMO level (alpha / beta): -8.92 / -8.92 eV

ORCA input file:
```
! wB97M-V def2-TZVPD RIJCOSX def2/J DEFGRID3
* xyz 0 1
H -1.343 -0.071 -0.162
H 0.423 -0.060 1.642
H -0.583 1.214 -0.807
O 3.501 -0.609 -0.371
C 0.507 0.498 0.829
C -0.417 0.459 -0.158
C 1.482 1.576 0.962
Cl 2.330 2.021 -0.541
O 2.932 -2.486 0.765
C 3.123 -1.539 0.171
*
```

# 2
C4H3ClOS | the ωB97M-V functional and the def2-TZVPD basis

Values from the calculation:
- E: -29600.2968 eV
- Orbital gap: 8.10 eV
- ΔE to the lowest compared entry with this formula, charge and spin: 19.8 kcal/mol
- HOMO level: -9.23 eV

ORCA input file:
```
! wB97M-V def2-TZVPD RIJCOSX def2/J DEFGRID3
* xyz 0 1
C 0.289 -0.295 0.436
H 1.956 -0.024 -0.831
O -2.591 -0.016 -1.772
C 0.261 0.986 1.093
H -0.507 -0.961 0.741
S -0.955 1.432 2.077
H 1.096 -1.647 -0.948
C 1.163 -0.672 -0.498
C -2.302 -0.864 -1.085
Cl 1.590 2.059 0.787
*
```

# 3
C4H3ClS2 | the ωB97M-V functional and the def2-TZVPD basis

Values from the calculation:
- E: -38387.4904 eV
- SMILES: S=CC(=S)/C=C/Cl
- Orbital gap: 7.09 eV
- ΔE to the lowest compared entry with this formula, charge and spin: 0.0 kcal/mol
- HOMO level: -9.24 eV

ORCA input file:
```
! wB97M-V def2-TZVPD RIJCOSX def2/J DEFGRID3
* xyz 0 1
H -2.641 0.811 -0.349
H 0.951 0.225 -1.154
Cl 3.323 -0.530 0.618
S -1.387 -0.769 1.490
C 0.670 -0.067 -0.124
C 1.606 -0.406 0.764
C -0.744 0.007 0.229
C -1.688 0.551 -0.806
S -1.325 0.896 -2.381
H 1.235 -0.719 1.713
*
```

Question: Among the records above, which one has the highest ΔE to the lowest compared entry with this formula, charge and spin?
Answer: C4H3ClO2